Entry 1:
Computed, not measured: a 2-piece molecular cluster, C6H18N3 overall in a non-equilibrium geometry, with wB97M-V/def2-TZVPD.

The geometry in XYZ format:
```
27
C6H18N3 | OMol25 | wB97M-V/def2-TZVPD
C -0.23603 -2.11031 0.90220
C -0.44986 -1.36685 2.18980
C 1.31673 -1.32453 -0.78089
N 0.14496 -1.23528 -0.19437
N 2.00677 -2.56609 -0.79435
N 1.88566 -0.37406 -1.50025
H 0.41180 -2.99046 0.97972
H -1.28707 -2.48897 0.65440
H -1.45262 -1.32894 2.65340
H -0.23681 -0.33203 2.02278
H -0.34335 -0.34340 -0.13837
H 1.39202 -3.34260 -0.87450
H 2.95221 -2.54994 -0.49785
H 1.35861 0.46060 -1.72285
H 2.78607 -0.39282 -1.97539
H 0.21645 -1.78046 2.96191
C -1.24257 2.67742 -0.26265
C 0.23192 2.64644 -0.15339
C -1.93574 1.34773 -0.65110
H -1.67465 3.01681 0.70767
H -1.58802 3.41799 -1.00825
H 0.65217 2.44020 0.81248
H -1.49156 0.58810 0.02569
H -3.01313 1.26567 -0.51008
H 0.63778 3.65832 -0.24973
H 0.80262 2.09590 -0.93847
H -1.84433 0.91155 -1.65759
```

Values from the calculation:
E_HOMO, Eh: -0.5315
LUMO, Ha: -0.1040
Spin multiplicity: 1
Gap between HOMO and LUMO, eV: 11.63
Net charge: +1

Charges obtained by natural (NBO) population analysis, quoted in units of e: -0.241, -0.642, 0.693, -0.546, -0.838, -0.747, 0.231, 0.223, 0.245, 0.211, 0.430, 0.422, 0.426, 0.418, 0.443, 0.239, -0.420, -0.624, -0.581, 0.224, 0.221, 0.220, 0.131, 0.242, 0.245, 0.162, 0.211

Entry 2:
Computed, not measured: C24H36F5NOP2ReTe as an isolated structure in a non-equilibrium geometry, with wB97M-V/def2-TZVPD.

The geometry in XYZ format:
```
71
C24H36F5NOP2ReTe | OMol25 | wB97M-V/def2-TZVPD
Re 0.13995 -0.41993 0.22009
C 0.70452 4.48356 1.18628
C 0.32830 3.02041 1.43665
C -1.15014 2.91049 1.79341
P 0.87412 1.88852 0.08376
C 2.73381 2.13025 0.10826
C 3.57551 0.88309 0.37189
C 3.25445 2.86700 -1.12685
C 0.14062 2.32310 -1.51462
C 0.26433 3.58121 -2.09223
C -0.36760 3.87701 -3.29232
C -1.15689 2.91546 -3.90645
C -1.30691 1.66115 -3.34070
C -0.63938 1.33986 -2.15638
N -0.80836 0.12545 -1.49650
C -1.58397 -0.95925 -1.96744
C -1.55676 -1.44215 -3.27228
C -2.29735 -2.56856 -3.59187
C -3.05108 -3.22795 -2.62670
C -3.05984 -2.77070 -1.31740
C -2.33544 -1.63462 -0.98247
P -2.23350 -0.85796 0.64731
C -3.57178 0.42864 0.67455
C -4.91383 -0.14479 0.19199
C -3.26686 1.64637 -0.19954
C -2.44349 -1.96686 2.10461
C -1.48048 -3.15391 2.07389
C -3.87137 -2.43404 2.41581
H 0.58710 5.03047 2.12200
H 1.73089 4.63245 0.85515
H 0.02926 4.93718 0.46147
H 0.91491 2.63579 2.28067
H -1.77552 3.31964 1.00104
H -1.45203 1.88004 1.99376
H -1.34053 3.49407 2.69419
H 2.83678 2.77395 0.98458
H 3.65828 0.25692 -0.51452
H 4.58322 1.21407 0.62467
H 3.21744 0.30168 1.22054
H 3.01485 2.33228 -2.04633
H 2.88353 3.88618 -1.20876
H 4.34046 2.92498 -1.05066
H 0.84967 4.34927 -1.60997
H -0.25315 4.85693 -3.73381
H -1.67555 3.14757 -4.82657
H -1.97041 0.94473 -3.80216
H -0.93138 -0.97023 -4.01752
H -2.27185 -2.94710 -4.60470
H -3.62174 -4.10710 -2.89196
H -3.63677 -3.29818 -0.56990
H -3.64914 0.73476 1.72250
H -4.83327 -0.50484 -0.83399
H -5.32456 -0.93464 0.80671
H -5.63392 0.67453 0.19032
H -3.44049 1.40754 -1.24943
H -3.95389 2.44909 0.06949
H -2.25658 2.01968 -0.09205
H -2.13664 -1.28969 2.91255
H -1.66333 -3.80730 1.22023
H -0.43642 -2.84379 2.07452
H -1.63470 -3.74047 2.97897
H -4.31853 -2.99545 1.59635
H -3.81883 -3.10307 3.27462
H -4.52913 -1.61664 2.69421
F 1.89620 -4.03006 1.38660
Te 2.08864 -2.57218 0.32165
F 3.86137 -2.32876 0.63536
F 1.96504 -1.19842 -1.03815
F 2.51231 -3.67626 -1.06519
F 0.25346 -2.72658 -0.28814
O 1.45329 -1.32427 1.51029
```

Values from the calculation:
E_HOMO (spin up / spin down), Eh: -0.5108 / -0.5238
LUMO (spin up / spin down), Ha: -0.2666 / -0.3074
Spin multiplicity: 4
Gap between HOMO and LUMO (spin up / spin down), eV: 6.65 / 5.89
Net charge: +2

Charges obtained by Löwdin population analysis, quoted in units of e: 1.304, -0.078, -0.508, -0.106, 1.042, -0.482, -0.118, -0.082, -0.285, -0.067, -0.030, -0.023, -0.002, -0.294, -0.149, -0.302, 0.000, -0.015, -0.024, -0.049, -0.314, 1.043, -0.475, -0.077, -0.108, -0.504, -0.106, -0.082, 0.102, 0.075, 0.085, 0.123, 0.072, 0.054, 0.104, 0.104, 0.069, 0.105, 0.051, 0.094, 0.068, 0.100, 0.097, 0.124, 0.127, 0.113, 0.129, 0.128, 0.126, 0.113, 0.119, 0.085, 0.064, 0.102, 0.090, 0.109, 0.012, 0.120, 0.087, 0.029, 0.101, 0.078, 0.096, 0.077, -0.280, 1.833, -0.279, -0.399, -0.278, -0.392, -0.643